Entry 1:
C14H42O7S7Sn | wB97M-V/def2-TZVPD

The frontier orbital gap is 7.7 eV. The calculation puts the strongest force on any atom at 0.0671 hartree/bohr. The charge is +2. The value obtained for the electronic energy is -4086.1303 Ha. Its LUMO energy is -0.2133 Eh. The energy relative to the best compared isomer or geometry (same formula, charge and spin) comes out at 0.756 eV. Its HOMO energy is -13.46 eV.

Cartesian coordinates (Å):
Sn -14.123 -17.942 -12.823
C -9.935 -16.736 -13.729
S -10.555 -15.971 -12.143
O -12.055 -15.826 -12.379
C -10.288 -17.300 -10.789
H -10.330 -17.729 -13.939
H -8.851 -16.840 -13.682
H -10.200 -16.082 -14.560
H -9.258 -17.648 -10.704
H -10.817 -18.234 -10.978
H -10.703 -17.017 -9.822
C -19.070 -18.151 -11.701
S -17.435 -17.788 -10.854
O -16.584 -16.906 -11.797
C -18.174 -16.797 -9.461
H -19.908 -18.393 -11.047
H -18.976 -18.821 -12.555
H -19.509 -17.241 -12.111
H -18.792 -16.027 -9.924
H -17.546 -16.311 -8.714
H -18.851 -17.517 -9.001
C -11.930 -21.066 -9.887
S -13.501 -20.379 -9.306
O -14.237 -19.808 -10.526
C -14.327 -21.962 -8.761
H -12.158 -21.861 -10.596
H -11.384 -21.569 -9.088
H -11.331 -20.255 -10.300
H -14.569 -22.592 -9.616
H -15.243 -21.584 -8.306
H -13.731 -22.573 -8.083
C -17.010 -21.586 -11.579
S -16.462 -21.361 -13.316
O -16.256 -19.868 -13.521
C -14.805 -22.081 -13.089
H -18.068 -21.376 -11.737
H -16.600 -20.783 -10.965
H -16.711 -22.555 -11.180
H -14.352 -21.905 -12.114
H -14.227 -21.592 -13.873
H -14.662 -23.121 -13.382
C -14.399 -14.502 -9.811
S -14.120 -16.263 -9.135
O -13.437 -17.022 -10.270
C -12.664 -15.804 -8.067
H -15.461 -14.266 -9.881
H -13.845 -14.144 -10.679
H -14.022 -13.817 -9.052
H -12.496 -16.721 -7.503
H -12.802 -14.982 -7.365
H -11.734 -15.581 -8.591
C -15.184 -13.739 -15.379
S -14.594 -13.776 -13.661
O -14.912 -15.212 -13.147
C -12.761 -13.557 -13.911
H -16.257 -13.745 -15.568
H -14.745 -14.563 -15.942
H -14.667 -12.886 -15.817
H -12.283 -13.304 -12.965
H -12.641 -12.785 -14.671
H -12.345 -14.525 -14.191
C -17.213 -19.139 -16.281
S -16.940 -17.295 -16.138
O -16.127 -17.089 -14.849
C -15.886 -16.949 -17.681
H -17.948 -19.325 -15.498
H -16.283 -19.667 -16.070
H -17.718 -19.563 -17.149
H -15.694 -15.880 -17.594
H -16.465 -17.200 -18.569
H -14.938 -17.475 -17.794

Cartesian forces, eV/Å:
Sn -2.1 2.1 1.2
C 0.3 -0.4 0.9
S -0.5 -0.9 0.0
O 0.8 -0.9 0.2
C -0.3 -0.6 -0.9
H -0.3 0.0 0.3
H 0.0 0.2 0.1
H -0.1 0.3 0.4
H 0.3 0.8 -0.1
H -0.4 0.2 -0.7
H 0.3 0.8 -0.3
C -0.2 1.3 -0.1
S -0.2 0.1 -0.3
O -0.4 -1.1 1.0
C -0.7 0.0 -1.2
H 0.6 -0.8 0.5
H 0.4 -0.2 0.4
H 0.7 0.5 -0.2
H 0.0 0.1 0.0
H 0.5 -0.5 -0.4
H 0.1 0.0 0.2
C -0.4 -0.5 -0.1
S -0.1 0.1 0.0
O 0.5 -1.1 0.4
C 0.0 0.8 -0.9
H 0.1 0.3 -0.4
H -0.1 0.3 0.3
H -0.1 -0.2 -0.1
H 0.0 0.2 -0.2
H 0.0 -0.3 0.2
H 0.1 0.5 0.2
C -0.2 0.9 -1.0
S 1.0 -0.2 1.0
O 0.5 -0.3 0.5
C 0.7 0.2 -0.9
H -0.2 -0.6 0.8
H 0.3 0.0 -0.2
H -0.5 -0.1 -0.3
H -0.3 0.3 0.0
H 0.2 0.4 0.1
H -0.8 -0.2 0.3
C -0.1 0.3 1.3
S 1.8 2.4 -1.7
O -0.7 -0.3 0.2
C -0.2 -0.8 0.4
H 0.0 -0.4 -0.4
H 0.0 -1.2 -0.4
H -0.1 -0.2 0.5
H 0.1 0.0 0.2
H -0.6 -0.1 -0.1
H -0.4 0.0 -0.7
C 1.6 -0.1 -0.6
S -0.6 -1.9 0.7
O 1.2 1.3 -0.5
C -0.9 -0.6 -0.3
H 0.1 0.3 0.7
H 0.0 -0.4 0.4
H -0.5 0.5 0.0
H -0.4 0.3 -0.1
H 0.1 0.0 0.1
H -0.2 0.2 -0.4
C -0.2 0.4 0.4
S 1.0 -0.9 -0.2
O -0.1 -0.6 -1.6
C -0.3 -0.2 1.0
H 0.4 0.0 0.4
H -0.1 0.2 0.0
H 0.4 0.7 -0.6
H -0.1 -0.1 -0.3
H -0.4 0.3 0.2
H 0.0 -0.2 0.6

Entry 2:
C14H43NO7 | wB97M-V/def2-TZVPD

The frontier orbital gap is 10.2 eV. The calculation puts the strongest force on any atom at 0.0426 hartree/bohr. The value obtained for the electronic energy is -1140.5103 Ha. Its LUMO energy is 0.0175 Eh. The energy relative to the best compared isomer or geometry (same formula, charge and spin) comes out at 2.073 eV. The structure (SMILES) is COC[C@H](C)N.CC(C)O.CC(C)O.CO.CO.CO.CO. Its HOMO energy is -9.75 eV.

Cartesian coordinates (Å):
C 0.103 0.129 -1.034
C -1.376 -0.187 -0.817
C -1.582 -1.103 0.396
O -2.133 1.012 -0.771
H 0.290 0.613 -1.992
H 0.691 -0.793 -1.000
H 0.477 0.759 -0.223
H -1.794 -0.732 -1.669
H -0.990 -0.837 1.276
H -1.242 -2.105 0.131
H -2.647 -1.080 0.626
H -1.934 1.440 0.077
C 3.506 0.851 -2.078
C 3.428 -0.590 -2.558
C 4.234 -0.802 -3.813
O 3.867 -1.543 -1.540
H 3.005 1.594 -2.684
H 4.588 1.011 -2.051
H 3.127 0.793 -1.054
H 2.380 -0.916 -2.642
H 3.787 -0.356 -4.709
H 4.332 -1.867 -4.040
H 5.228 -0.354 -3.764
H 3.644 -2.410 -1.884
C -2.180 0.818 3.656
C -0.969 1.704 3.354
C -1.438 3.025 2.754
O -2.226 2.770 1.623
C -2.881 3.843 0.983
N -0.205 1.891 4.580
H -2.774 0.703 2.754
H -2.744 1.267 4.485
H -1.931 -0.160 4.074
H -0.348 1.119 2.669
H -0.552 3.629 2.496
H -1.950 3.649 3.500
H -3.822 4.052 1.513
H -3.217 3.452 0.022
H -2.305 4.764 0.896
H 0.448 2.666 4.485
H -0.804 2.137 5.362
C 2.382 -0.639 1.760
O 3.172 -1.783 2.043
H 2.947 0.267 2.015
H 2.220 -0.549 0.682
H 1.434 -0.596 2.290
H 3.984 -1.688 1.538
C -2.783 3.611 -3.139
O -2.276 4.205 -4.344
H -3.688 3.065 -3.402
H -1.964 2.996 -2.757
H -2.936 4.325 -2.318
H -3.017 4.450 -4.902
C -0.542 -4.290 -2.030
O -0.309 -4.834 -3.312
H -1.512 -3.829 -1.835
H -0.321 -5.044 -1.276
H 0.226 -3.521 -1.842
H -0.665 -4.249 -3.985
C -0.201 -4.485 2.159
O 1.056 -4.174 2.741
H -0.468 -5.486 2.499
H -0.941 -3.753 2.485
H -0.172 -4.579 1.069
H 1.286 -3.277 2.473

Cartesian forces, eV/Å:
C -0.1 -0.5 0.0
C 0.4 -0.1 0.0
C 0.1 0.3 -0.3
O 0.0 0.0 0.5
H -0.1 0.1 0.0
H 0.0 0.0 -0.1
H -0.1 0.1 0.0
H 0.2 0.1 -0.1
H -0.1 0.4 0.0
H -0.3 -0.1 0.0
H 0.0 -0.3 0.2
H -0.1 0.2 0.0
C 0.9 -1.6 1.1
C -1.1 -1.0 -0.2
C -0.1 -0.2 -1.0
O 0.5 1.2 0.3
H -0.1 -0.1 -0.2
H -0.1 0.7 0.2
H 0.0 0.7 -0.1
H 0.0 0.6 -0.8
H -0.3 0.1 0.2
H 0.1 0.0 0.0
H 0.0 -0.2 0.4
H 0.0 -0.1 0.0
C 0.1 0.1 0.6
C -0.7 -0.8 0.6
C 0.7 0.6 -0.1
O 0.3 -0.4 -0.4
C -1.1 -0.3 0.4
N 0.3 0.4 0.1
H -0.3 0.0 0.2
H -0.3 0.3 -0.4
H 0.4 0.0 -0.4
H 0.1 0.5 -0.3
H 0.0 -0.1 -0.2
H -0.4 -0.4 0.1
H 0.2 0.3 0.2
H 0.4 0.2 -0.2
H 0.3 -0.1 -0.1
H 0.1 -0.2 0.0
H -0.1 -0.1 -0.1
C 1.0 0.9 -0.8
O -0.6 -0.1 0.4
H -0.2 0.0 0.3
H -0.3 -0.2 0.0
H 0.1 -0.5 0.2
H 0.0 -0.1 -0.1
C 0.8 0.2 -0.3
O 0.0 0.2 0.3
H 0.1 -0.3 0.6
H -0.5 -0.5 -0.2
H -0.4 0.3 -0.4
H 0.0 0.1 0.0
C 1.3 0.7 0.5
O -0.5 -0.3 -0.1
H -0.2 -0.3 -0.3
H -0.3 -0.3 -0.2
H -0.2 0.2 0.1
H 0.0 0.1 0.1
C 0.3 -0.3 0.3
O -0.2 0.1 -0.3
H -0.1 0.1 0.3
H -0.3 -0.1 -0.2
H 0.1 0.4 -0.1
H 0.3 -0.1 0.1

Entry 3:
C14H43O8V | wB97M-V/def2-TZVPD

Its expectation value of S² is 3.75. As for the multiplicity: 4. The frontier orbital gap (spin up / spin down) is 8.5 / 8.4 eV. The calculation puts the strongest force on any atom at 0.0936 hartree/bohr. The charge is +1. The value obtained for the electronic energy is -2104.8620 Ha. Its LUMO energy (spin up / spin down) is -0.1338 / -0.1373 Eh. The energy relative to the best compared isomer or geometry (same formula, charge and spin) comes out at 1.353 eV. Its HOMO energy (spin up / spin down) is -12.16 / -12.18 eV.

Cartesian coordinates (Å):
V 0.246 2.024 -0.422
O 1.080 0.150 -0.079
H 0.621 -0.711 -0.030
C -1.422 3.262 3.348
C -0.040 3.402 2.627
O -0.009 2.292 1.796
H -1.629 4.135 3.967
H -1.472 2.354 3.949
H -2.241 3.102 2.647
H 0.820 3.504 3.289
H -0.001 4.308 2.022
H 0.111 1.548 2.391
C 3.331 -2.747 -3.083
C 2.206 -1.888 -2.441
O 2.652 -0.584 -2.116
H 3.039 -3.795 -3.016
H 4.275 -2.667 -2.544
H 3.438 -2.500 -4.140
H 1.867 -2.281 -1.482
H 1.376 -1.842 -3.145
H 2.120 -0.278 -1.377
C 4.488 -0.772 3.415
C 3.737 -0.146 2.197
O 2.428 -0.671 2.107
H 4.404 -1.845 3.585
H 4.072 -0.404 4.353
H 5.550 -0.535 3.478
H 4.247 -0.504 1.303
H 3.748 0.940 2.287
H 2.042 -0.385 1.276
C -1.166 -1.066 2.168
C -0.772 -0.823 3.611
O 0.335 0.052 3.709
H -0.373 -1.358 1.480
H -1.582 -0.108 1.856
H -1.974 -1.797 2.144
H -0.530 -1.754 4.125
H -1.614 -0.432 4.182
H 1.021 -0.332 3.159
C -4.057 2.016 -1.257
C -3.011 1.640 -0.181
O -1.800 1.103 -0.703
H -4.370 1.109 -1.775
H -3.659 2.692 -2.014
H -4.945 2.388 -0.748
H -3.384 0.940 0.567
H -2.824 2.565 0.364
H -2.016 0.244 -1.072
C -2.462 -3.659 -1.066
C -1.423 -2.592 -1.425
O -2.000 -1.334 -1.793
H -3.099 -3.948 -1.902
H -3.034 -3.361 -0.187
H -2.023 -4.600 -0.732
H -0.808 -2.971 -2.241
H -0.605 -2.526 -0.708
H -2.313 -1.411 -2.697
C -0.786 1.397 -4.267
C 0.387 1.107 -3.296
O 0.599 2.207 -2.525
H -1.595 1.823 -3.673
H -1.211 0.503 -4.724
H -0.610 2.132 -5.053
H 1.296 0.746 -3.777
H 0.062 0.284 -2.660
H 1.263 2.656 -3.053

Cartesian forces, eV/Å:
V -0.5 -2.2 1.0
O -0.6 0.7 -0.2
H 0.0 1.0 -0.2
C 0.7 0.6 0.2
C -2.2 1.4 1.1
O 1.2 -0.7 -2.3
H -0.1 -0.1 0.1
H 0.5 0.1 0.3
H 0.2 0.5 -0.4
H -0.1 -0.6 0.2
H -0.2 0.0 -0.2
H 0.2 -1.4 0.4
C -0.9 0.2 0.6
C 1.1 0.0 0.2
O 0.9 0.1 -1.3
H -0.1 -0.1 -0.1
H -0.1 0.3 -0.1
H 0.2 0.1 0.1
H -0.2 -0.8 -0.1
H -0.4 -0.1 -0.1
H -0.3 0.3 0.6
C -0.6 0.5 0.7
C 1.3 -1.7 0.7
O -0.3 -0.3 1.1
H -0.2 -0.2 -0.9
H -0.2 0.4 0.0
H 0.0 0.2 -0.5
H 0.3 0.6 -0.2
H 0.0 0.1 -0.1
H -0.2 0.4 -0.7
C -0.9 0.5 0.4
C 0.4 -0.9 0.3
O -0.9 1.0 0.1
H 0.1 -0.1 0.4
H 0.0 0.0 -0.6
H 0.0 -0.1 -0.2
H 0.2 -0.2 -0.1
H 0.0 0.4 -0.2
H 1.1 -0.2 -0.2
C 0.5 -1.3 0.5
C -1.0 1.0 0.0
O 0.8 1.8 0.3
H -0.1 -0.1 -0.1
H -0.1 0.2 0.3
H 0.1 0.3 -0.2
H -0.3 -0.1 -0.2
H 0.6 0.0 0.1
H 0.4 -1.1 -0.5
C 0.3 0.1 0.6
C 0.4 -1.6 -0.7
O 0.3 0.0 0.4
H -0.2 0.4 0.0
H -0.4 0.3 -0.3
H 0.6 0.1 -0.2
H -0.3 0.0 -0.6
H -0.6 0.8 0.8
H -0.1 0.0 -0.1
C -0.1 0.0 0.4
C -2.4 -3.3 -2.5
O 1.2 2.2 1.4
H -0.1 0.0 0.2
H 0.3 -0.1 -0.1
H 0.5 -0.1 0.0
H 0.0 0.2 0.0
H 0.1 0.0 0.1
H 0.3 1.0 0.7

Q: Among the records above, which one has the highest energy relative to the best compared isomer or geometry (same formula, charge and spin)?
A: C14H43NO7